5
Properties=species:S:1:pos:R:3 method="wB97M-V/def2-TZVPD" homo_lumo_gap_ev="6.23 / 9.42" spin_multiplicity=6 charge=+1 s_squared=8.79
P -0.986 0.709 -0.049
O -0.007 1.916 0.053
Cr 1.708 0.679 -0.002
O -0.035 -0.533 0.004
H -0.680 -2.770 -0.007

***

77
Properties=species:S:1:pos:R:3 method="wB97M-V/def2-TZVPD" homo_lumo_gap_ev="5.21 / 5.97" spin_multiplicity=2 charge=-2 s_squared=0.76
Ti 0.296 -0.254 -0.502
N -0.123 -0.144 1.826
C -1.394 0.029 2.508
C -1.564 -0.091 3.881
C -2.687 0.496 4.474
C -3.716 1.076 3.839
C -3.588 1.143 2.451
C -2.461 0.616 1.762
P -2.484 0.590 -0.009
C -3.680 -0.696 -0.392
C -3.673 -1.323 -1.633
C -4.449 -2.485 -1.856
C -5.503 -2.769 -1.001
C -5.500 -2.178 0.236
C -4.705 -1.086 0.523
C -3.029 2.213 -0.558
C -3.687 2.290 -1.754
C -4.344 3.485 -2.007
C -4.041 4.693 -1.410
C -3.359 4.590 -0.182
C -2.818 3.338 0.255
H 0.331 -0.893 2.248
H 0.571 0.809 1.996
H -0.754 -0.489 4.449
H -2.685 0.426 5.584
H -4.557 1.490 4.432
H -4.439 1.587 1.863
H -2.980 -1.102 -2.429
H -4.072 -3.071 -2.720
H -6.264 -3.479 -1.222
H -6.068 -2.591 1.051
H -4.840 -0.471 1.419
H -3.886 1.399 -2.361
H -4.974 3.434 -2.917
H -4.296 5.656 -1.874
H -3.052 5.480 0.383
H -2.171 3.181 1.130
S -1.948 -3.290 -3.712
As -0.208 -2.628 -2.689
S -0.476 -2.540 -0.368
S 0.150 -0.395 -2.821
S 1.551 -3.631 -3.411
O 1.305 6.192 -0.092
C 1.230 5.042 0.290
C 1.811 4.244 1.473
O 2.660 4.610 2.319
C 1.318 2.902 1.292
C 0.976 2.762 -0.061
O 0.580 1.598 -0.573
C 0.484 4.007 -0.628
O -0.346 4.178 -1.499
O 1.241 2.014 2.212
N 2.102 -0.556 0.123
S 2.884 -1.508 -0.997
C 3.424 -2.943 -0.177
C 3.488 -3.082 1.210
C 3.395 -4.372 1.825
C 3.496 -5.502 1.001
C 3.708 -5.329 -0.418
C 3.581 -4.066 -0.970
C 4.440 -0.772 -1.473
C 5.643 -1.470 -1.383
C 6.806 -0.771 -1.627
C 6.827 0.619 -1.895
C 5.620 1.277 -1.855
C 4.395 0.565 -1.809
H 2.700 0.169 0.522
H 3.582 -2.216 1.770
H 3.191 -4.462 2.873
H 3.447 -6.487 1.421
H 3.986 -6.120 -1.087
H 3.421 -3.993 -2.059
H 5.645 -2.462 -0.937
H 7.752 -1.216 -1.443
H 7.733 1.300 -1.975
H 5.627 2.365 -1.927
H 3.425 1.066 -1.927

***

47
Properties=species:S:1:pos:R:3 method="wB97M-V/def2-TZVPD" homo_lumo_gap_ev=8.40 charge=0
C -6.150 -1.076 1.382
C -5.368 0.183 1.035
C -4.129 -0.132 0.200
N -3.476 1.103 -0.196
H -3.183 1.614 0.633
C -2.351 0.956 -1.086
C -1.074 0.399 -0.418
O -0.678 1.204 0.662
H -0.573 2.114 0.352
C 0.052 0.256 -1.465
N 1.253 -0.275 -0.878
C 2.291 0.421 -0.334
C 2.519 1.791 -0.253
C 1.593 2.742 -0.689
N 0.833 3.546 -1.012
C 3.736 2.228 0.352
C 4.631 1.318 0.826
C 4.433 -0.096 0.774
O 5.187 -0.957 1.181
N 3.207 -0.461 0.164
C 2.729 -1.749 -0.036
C 3.257 -2.987 0.285
C 2.507 -4.099 -0.058
C 1.277 -3.978 -0.697
C 0.746 -2.741 -1.021
C 1.490 -1.623 -0.683
H -0.211 -2.658 -1.512
H 0.721 -4.869 -0.946
H 2.884 -5.081 0.176
H 4.210 -3.063 0.781
H 5.553 1.643 1.282
C 3.988 3.699 0.447
H 4.952 3.895 0.909
H 3.208 4.177 1.038
H 3.970 4.152 -0.544
H -0.271 -0.423 -2.257
H 0.270 1.230 -1.906
H -1.273 -0.584 0.023
H -2.117 1.948 -1.491
H -2.646 0.306 -1.914
H -4.429 -0.652 -0.715
H -3.471 -0.807 0.773
H -5.998 0.873 0.473
H -5.059 0.687 1.954
H -5.530 -1.769 1.947
H -7.022 -0.829 1.983
H -6.487 -1.578 0.478

***

11
Properties=species:S:1:pos:R:3 method="wB97M-V/def2-TZVPD" homo_lumo_gap_ev=6.44 charge=-1
C 0.727 0.398 0.914
C -0.352 -0.453 0.374
C -0.005 0.714 -1.779
N -0.559 -0.242 -1.061
O -1.403 -1.224 -1.459
Br 1.182 0.077 2.927
H 0.329 1.526 0.888
H 1.720 0.185 0.544
H -0.133 -1.426 0.581
H -1.183 -0.192 0.925
H -0.322 0.636 -2.853

***

8
Properties=species:S:1:pos:R:3 method="wB97M-V/def2-TZVPD" homo_lumo_gap_ev=10.62 charge=0
N 0.174 0.741 -0.324
C 0.943 -0.157 0.341
N 0.323 -1.234 0.729
N -1.018 -1.078 0.412
C -1.137 -0.012 -0.312
H 0.587 1.721 -0.329
H 1.971 0.006 0.617
H -1.845 0.014 -1.134

***

23
Properties=species:S:1:pos:R:3 method="wB97M-V/def2-TZVPD" homo_lumo_gap_ev="6.80 / 6.55" charge=+2
C -1.034 -1.273 -0.273
C 1.135 -0.887 1.379
C -0.842 2.199 0.117
C 2.022 -0.461 -0.908
C -0.878 1.189 -0.966
N -0.459 -0.135 -0.473
N -2.173 -1.759 -0.646
N 1.032 -0.060 0.159
S 1.118 -2.601 1.044
S -0.499 -0.377 2.419
H 2.080 -0.439 1.777
H 0.158 2.446 0.285
H -1.116 3.192 -0.264
H -1.446 1.929 0.919
H 2.154 -1.551 -1.186
H 2.139 0.039 -1.868
H 2.928 -0.022 -0.540
H -0.385 1.522 -1.869
H -1.970 0.942 -1.258
H -2.549 -1.616 -1.550
H -2.458 -2.655 -0.198
H 1.093 1.043 0.278
H -0.050 -0.665 3.621

***

61
Properties=species:S:1:pos:R:3 method="wB97M-V/def2-TZVPD" homo_lumo_gap_ev=7.27 charge=+1
Ir 0.137 -0.579 -0.512
N -1.662 -1.338 -1.978
N -1.149 -1.890 -3.153
C 0.162 -1.804 -3.408
N 0.612 -2.344 -4.546
S 1.274 -1.040 -2.388
H -2.026 -2.071 -1.351
H -2.407 -0.678 -2.177
H -1.748 -2.470 -3.722
H -0.008 -2.698 -5.254
H 1.592 -2.283 -4.763
Br -5.592 3.437 1.213
C -4.128 2.330 0.830
C -3.605 2.280 -0.452
C -2.521 1.452 -0.679
N -1.964 0.687 0.264
C -2.469 0.767 1.494
C -3.547 1.567 1.829
H -4.018 2.878 -1.251
H -2.052 1.432 -1.656
H -1.990 0.168 2.257
H -3.921 1.593 2.842
C -0.582 -3.379 4.480
N -0.883 -3.039 3.102
C -1.685 -3.835 2.197
C -1.638 -2.989 0.937
O -2.214 -3.266 -0.096
N -0.842 -1.891 1.160
C -0.441 -1.964 2.448
N 0.257 -1.004 3.048
H -1.246 -4.180 4.791
H -0.756 -2.524 5.135
H 0.449 -3.723 4.591
H -2.712 -3.948 2.547
H -1.259 -4.822 2.009
H 0.640 -0.253 2.488
H 0.687 -1.169 3.942
Cl 2.259 1.352 1.480
C 2.745 -0.267 1.102
C 1.857 -1.109 0.418
C 2.273 -2.446 0.305
Cl 1.220 -3.631 -0.423
C 3.496 -2.908 0.790
Cl 3.939 -4.560 0.623
C 4.367 -2.023 1.416
Cl 5.887 -2.567 1.994
C 3.980 -0.698 1.588
Cl 5.022 0.387 2.414
C 0.545 1.222 -1.075
C 0.751 2.353 -1.451
C 1.022 3.701 -1.862
C 1.766 3.954 -3.017
C 2.045 5.256 -3.398
C 1.588 6.322 -2.634
C 0.855 6.080 -1.481
C 0.571 4.780 -1.097
H 2.122 3.120 -3.606
H 2.628 5.441 -4.290
H 1.809 7.338 -2.934
H 0.508 6.908 -0.877
H 0.002 4.585 -0.197

***

70
Properties=species:S:1:pos:R:3 method="wB97M-V/def2-TZVPD" homo_lumo_gap_ev=4.86 charge=-2
Pt 0.148 -0.442 -0.596
C -1.826 -0.865 2.254
C -0.773 -1.948 2.349
O -0.974 -2.637 3.587
P 0.993 -1.388 2.322
O 1.770 -2.637 2.911
O 1.250 -0.311 3.455
O 1.521 -1.009 0.970
P -0.835 -3.181 0.975
O -2.361 -3.721 0.967
O 0.048 -4.284 1.478
O -0.586 -2.502 -0.346
H -1.756 -0.188 3.106
H -2.806 -1.348 2.274
H -1.725 -0.270 1.345
H -0.635 -3.536 3.459
H 1.449 -3.428 2.411
H 0.962 0.603 3.205
H -2.866 -3.174 0.351
C -4.835 -0.153 -3.712
Si -3.265 0.874 -3.879
C -3.750 2.683 -3.699
C -2.607 0.629 -5.623
C -2.045 0.400 -2.661
C -1.186 0.075 -1.861
H -5.576 0.119 -4.471
H -5.285 -0.010 -2.726
H -4.604 -1.216 -3.820
H -4.532 2.963 -4.413
H -2.881 3.325 -3.868
H -4.117 2.878 -2.687
H -3.326 0.952 -6.382
H -2.372 -0.425 -5.793
H -1.682 1.196 -5.757
S -0.368 2.302 2.497
C -0.535 3.346 1.196
N 0.562 3.887 0.590
C 0.493 4.723 -0.459
C -0.730 5.079 -0.941
C -1.827 4.516 -0.290
N -1.758 3.716 0.746
H 1.452 3.442 0.788
H 1.431 5.062 -0.861
H -0.830 5.733 -1.795
H -2.834 4.746 -0.634
C 1.076 1.197 -1.027
C 1.734 2.148 -1.423
C 2.514 3.270 -1.824
C 2.270 3.819 -3.138
C 1.080 3.495 -3.828
C 0.809 3.984 -5.093
C 1.709 4.816 -5.757
C 2.904 5.122 -5.115
C 3.184 4.639 -3.846
C 3.458 3.791 -0.870
C 3.970 5.120 -0.895
C 4.820 5.601 0.088
C 5.207 4.809 1.166
C 4.685 3.518 1.243
C 3.834 3.022 0.272
H 0.378 2.824 -3.341
H -0.124 3.705 -5.576
H 1.494 5.197 -6.750
H 3.645 5.736 -5.621
H 4.145 4.864 -3.402
H 3.665 5.787 -1.693
H 5.174 6.627 0.020
H 5.879 5.190 1.928
H 4.948 2.881 2.083
H 3.436 2.016 0.358